Version w
A structure of composition C5H11NO3, computed with ωB97M-V/def2-TZVPD.

Each line ends with the Mulliken charge.
Geometry (Å):
C1 -0.1079 -0.5947 0.0575  1.15
C2 1.3800 -0.8016 -0.2211  -0.61
C3 -0.9649 -1.7564 -0.4297  -1.68
C4 2.2693 0.3434 0.2580  -1.17
C5 -1.8277 1.3944 -0.1243  0.48
N1 -1.1913 2.5309 -0.1533  -0.51
O1 -0.5285 0.5878 -0.6784  -0.46
O2 -0.2577 -0.3827 1.4393  -0.61
O3 -2.8307 0.8348 0.1816  -0.50
H1 -1.1966 -0.4300 1.6624  0.43
H2 -1.6831 3.3842 0.0695  0.21
H3 -0.1989 1.8083 -0.5341  0.51
H4 1.6678 -1.7294 0.2784  0.35
H5 1.5000 -0.9585 -1.2948  0.31
H6 -0.6891 -2.6648 0.1057  0.39
H7 -2.0197 -1.5455 -0.2512  0.39
H8 -0.8202 -1.9111 -1.4981  0.36
H9 2.0564 1.2668 -0.2831  0.26
H10 3.3193 0.0975 0.0936  0.40
H11 2.1236 0.5266 1.3220  0.31

The HOMO energy is -10.381 eV. As for the LUMO energy: 0.84 eV.

Version x
A structure of composition C5H11NO3, computed with ωB97M-V/def2-TZVPD.

Each line ends with the Mulliken charge.
Geometry (Å):
C1 0.9341 -1.6993 1.2860  -0.69
C2 -0.4525 -0.8008 -2.2503  -0.33
O1 -0.2452 -1.2398 0.6687  -0.44
N1 0.5203 -0.4826 -1.5136  -0.09
H1 1.2655 -1.0327 2.0909  0.30
H2 1.7479 -1.7825 0.5528  0.23
H3 0.7591 -2.6983 1.7006  0.25
H4 -0.7031 -1.8616 -2.3534  0.29
H5 -1.1161 -0.0575 -2.7007  0.34
C3 1.4578 1.6665 -0.4905  -0.65
C4 -2.0124 0.4986 0.6180  -1.30
C5 -0.5379 0.4144 0.8918  1.14
O2 0.1950 1.0426 -0.7395  -0.29
O3 0.0083 0.8992 1.8556  -0.59
H6 1.3203 2.4148 0.2907  0.29
H7 1.7670 2.1791 -1.4010  0.27
H8 2.1914 0.9272 -0.1625  0.30
H9 -2.2531 1.5362 0.3751  0.32
H10 -2.5516 0.1957 1.5141  0.33
H11 -2.2948 -0.1191 -0.2329  0.32

The HOMO energy (alpha / beta) is -9.020 / -9.020 eV. As for the LUMO energy (alpha / beta): -0.60 / -0.60 eV.

Tell me which of them is the least stable. Sure, it is version x.

Version w
An isolated molecule of C5H11NO, computed with ωB97M-V/def2-TZVPD.

Each line ends with the Mulliken charge.
Geometry (Å):
N1 -2.8737 0.0470 0.1375  -0.57
C1 -1.6460 0.2943 0.9390  -0.53
C2 -0.5381 -0.7328 0.6022  -0.58
C3 -0.0342 -0.5809 -0.8204  -0.78
C4 0.9472 0.5638 -1.0474  -0.47
C5 2.1675 0.5709 -0.1792  -0.03
O1 2.6447 -0.4133 0.3191  -0.47
H1 -3.1205 0.9345 -0.2913  0.22
H2 -3.6735 -0.1281 0.7386  0.24
H3 -1.2446 1.2562 0.6172  0.25
H4 -1.8157 0.2623 2.0160  0.36
H5 0.2450 -0.5762 1.3262  0.30
H6 -0.9191 -1.7379 0.7812  0.37
H7 0.3433 -1.5128 -1.2339  0.31
H8 -0.9151 -0.4307 -1.4472  0.44
H9 0.4291 1.5289 -0.9394  0.27
H10 1.2008 0.5534 -2.1116  0.34
H11 2.6150 1.5660 0.0169  0.35

The HOMO energy is -9.570 eV. As for the LUMO energy: 0.94 eV.

Version x
A cluster of 2 separate species, C5H11NO in total, computed with ωB97M-V/def2-TZVPD.

Each line ends with the Mulliken charge.
Geometry (Å):
C1 -0.4326 1.9405 -2.0830  -0.53
N1 -0.2889 2.3648 -0.8810  -0.39
C2 -0.2619 1.5594 0.2398  -0.33
C3 -0.4712 0.2105 0.2763  -0.55
C4 -0.2285 -0.5283 1.5469  -0.34
C5 -0.4525 -2.0417 1.5537  -1.24
H1 0.2669 2.3122 -2.8412  0.35
H2 -1.3102 1.4402 -2.5016  0.34
H3 0.2579 1.9905 1.0949  0.37
H4 -0.4944 -0.2165 -0.7293  0.68
H5 0.8542 -0.3773 1.7430  0.23
H6 -0.7753 -0.1689 2.4110  0.40
H7 -1.4021 -2.4110 1.1615  0.34
H8 -0.4097 -2.3352 2.5924  0.36
H9 0.3211 -2.5632 0.9668  0.28
O1 1.8281 -0.6950 -1.6535  -0.64
H10 1.5001 -0.5447 -0.7597  0.39
H11 1.4991 0.0637 -2.1371  0.29

The HOMO energy is -8.308 eV. As for the LUMO energy: -0.39 eV.

Tell me which of them is the least stable. Sure, it is version x.

Version w
A cluster of 2 separate species, C5H11NO in total, computed with ωB97M-V/def2-TZVPD.

Each line ends with the Mulliken charge.
Geometry (Å):
C1 1.7500 0.1985 0.2244  -0.96
N1 0.3830 0.3311 -0.2973  -0.41
C2 -0.3908 -0.8251 0.0031  -0.16
C3 -1.8708 -0.6662 -0.1836  -0.48
C4 -1.2278 -0.6331 1.2188  -0.19
C5 -0.5314 0.3611 2.4515  -0.85
H1 2.1667 -0.6671 -0.2380  0.38
H2 1.8542 -0.0097 1.2946  0.33
H3 2.2220 1.1520 -0.0559  0.34
H4 -0.1119 1.0720 0.2745  0.31
H5 -0.0266 -1.8447 -0.0975  0.38
H6 -2.7267 -0.0182 -0.4316  0.26
H7 -1.3844 -1.5047 1.7170  0.38
H8 -0.2601 -0.2075 3.3714  0.26
H9 -1.0170 1.2678 2.6358  0.26
H10 0.7243 0.8931 -1.9965  0.48
H11 1.4642 1.4226 -3.1005  0.29
O1 1.0049 0.6895 -2.9472  -0.62

The HOMO energy is -7.539 eV. As for the LUMO energy: -1.92 eV.

Version x
An isolated molecule of C5H11NO, computed with ωB97M-V/def2-TZVPD.

Each line ends with the Mulliken charge.
Geometry (Å):
C1 1.9645 -0.9283 0.7605  -0.57
N1 1.1581 -0.3707 -0.4362  0.66
O1 1.6667 -0.2797 -1.5596  -0.61
C2 -0.2040 0.1206 -0.1596  0.98
C3 -0.7477 0.7591 -1.4364  -1.56
C4 -1.0834 -1.0672 0.2428  -1.47
C5 -0.1508 1.1669 0.9562  -1.48
H1 2.9305 -1.2929 0.4996  0.32
H2 1.4544 -1.0774 1.6801  0.22
H3 -1.7559 1.1250 -1.2622  0.42
H4 -0.1172 1.5903 -1.7421  0.40
H5 -0.7678 0.0354 -2.2468  0.40
H6 -0.7408 -1.5177 1.1699  0.35
H7 -1.0708 -1.8270 -0.5353  0.38
H8 -2.1083 -0.7318 0.3807  0.39
H9 -1.1459 1.5694 1.1263  0.41
H10 0.2097 0.7415 1.8871  0.37
H11 0.5086 1.9843 0.6750  0.38

The HOMO energy (alpha / beta) is -8.193 / -8.378 eV. As for the LUMO energy (alpha / beta): 0.46 / 0.85 eV.

Version y
An isolated molecule of C5H11NO, computed with ωB97M-V/def2-TZVPD.

Each line ends with the Mulliken charge.
Geometry (Å):
C1 2.2023 -0.2579 -1.5155  -1.36
C2 1.2957 -0.5619 -0.3452  0.30
C3 0.9354 0.3717 0.7609  -0.50
N1 0.0435 0.1726 -0.3522  -0.22
C4 -1.1705 -0.5169 0.0073  -0.58
C5 -2.2978 0.4795 0.2546  -0.59
O1 -1.9740 1.3389 1.3304  -0.50
H1 1.9146 -0.8871 -2.3669  0.29
H2 3.2586 -0.4505 -1.3034  0.34
H3 2.0833 0.7833 -1.8269  0.33
H4 1.2791 -1.6164 -0.0521  0.34
H5 1.3583 1.3632 0.8981  0.22
H6 0.5658 -0.1331 1.6663  0.29
H7 -1.4383 -1.2122 -0.7997  0.34
H8 -0.9981 -1.0683 0.9802  0.36
H9 -2.4869 1.1288 -0.6095  0.32
H10 -3.2275 -0.0795 0.4470  0.32
H11 -1.6935 0.7700 2.0610  0.32

The HOMO energy is -9.243 eV. As for the LUMO energy: 1.05 eV.

Version z
A structure of composition C5H11NO, computed with ωB97M-V/def2-TZVPD.

Each line ends with the Mulliken charge.
Geometry (Å):
C1 1.4940 -0.3095 -1.7701  -1.07
C2 1.5707 0.2822 -0.3838  0.74
N1 1.6416 -0.5784 0.6441  -0.77
O1 1.2944 1.4912 -0.2001  -0.64
H1 1.8577 -0.0717 1.5013  0.36
H2 -1.0098 -0.1666 2.1650  0.38
H3 2.3471 0.0435 -2.3561  0.34
H4 0.5925 0.0376 -2.2785  0.27
H5 1.4903 -1.3960 -1.7694  0.33
C3 -1.9148 -0.8202 0.2660  -1.16
C4 -0.9698 0.0335 1.0945  -0.05
C5 -0.7637 1.3596 0.7581  -0.46
H6 0.3310 -0.6256 0.8777  0.25
H7 -1.6523 -1.8744 0.3488  0.34
H8 -2.9474 -0.6986 0.5980  0.34
H9 -1.8636 -0.5444 -0.7879  0.30
H10 -1.1073 1.7643 -0.1826  0.25
H11 -0.3907 2.0736 1.4749  0.26

The HOMO energy is -9.281 eV. As for the LUMO energy: 0.61 eV.

Tell me which of them is the least stable. Sure, it is version w.

Version w
A cluster of 2 separate species, C4H6FNO in total, computed with ωB97M-V/def2-TZVPD.

Each line ends with the Mulliken charge.
Geometry (Å):
C1 -0.7340 -0.7011 0.8452  -1.12
C2 0.3565 0.0081 1.1501  0.74
N1 1.6658 -0.4376 1.2067  -0.68
O1 0.2089 1.3876 1.1151  -0.49
H1 -0.7657 -1.7138 0.5855  0.36
H2 -1.7108 -0.2569 0.9927  0.27
H3 1.5002 -1.3741 1.0299  0.29
H4 2.1104 -0.0559 0.3073  0.29
H5 0.9655 1.9143 1.3514  0.32
C3 -1.4239 0.7058 -2.1217  -0.09
C4 -0.5317 -0.0728 -2.0778  0.06
F1 0.3578 -0.9709 -1.8305  -0.24
H6 -1.9989 1.5674 -2.5540  0.30

The HOMO energy is -8.435 eV. As for the LUMO energy: 0.64 eV.

Version x
An isolated molecule of C4H6FNO, computed with ωB97M-V/def2-TZVPD.

Each line ends with the Mulliken charge.
Geometry (Å):
C1 0.9987 -0.8874 1.5758  0.04
C2 -0.7846 0.5619 -1.0628  -0.51
C3 -1.0006 0.0993 0.3841  -0.48
C4 0.7395 0.4707 -1.1271  0.17
N1 0.4063 -0.0205 0.7733  -0.22
O1 2.1537 -1.2216 1.5956  -0.55
F1 1.2535 -0.5516 -1.7786  -0.21
H1 0.2600 -1.2561 2.3348  0.27
H2 -1.2399 -0.0983 -1.8032  0.26
H3 -1.1207 1.5823 -1.2403  0.25
H4 -1.5154 0.8408 1.0038  0.28
H5 -1.5399 -0.8512 0.4550  0.32
H6 1.3893 1.3317 -1.1105  0.37

The HOMO energy is -9.295 eV. As for the LUMO energy: 0.44 eV.

Tell me which of them is the least stable. Sure, it is version w.

Version w
An isolated molecule of C4H6FNO, computed with ωB97M-V/def2-TZVPD.

Each line ends with the Mulliken charge.
Geometry (Å):
C1 -1.3218 1.3710 0.4240  -0.66
O1 -0.9579 0.1979 -0.2457  -0.34
C2 0.4817 -0.3435 0.1243  1.03
C3 0.5333 -1.6404 -0.6258  -1.21
F1 0.5160 -0.6282 1.4613  -0.27
C4 1.4330 0.5803 -0.2555  0.06
N1 2.2704 1.2366 -0.6445  -0.36
H1 -2.2239 1.6431 -0.0940  0.25
H2 -0.5725 2.1478 0.4498  0.31
H3 -1.6059 1.3096 1.6227  0.21
H4 0.4397 -1.5266 -1.7185  0.32
H5 -0.4310 -2.1612 -0.1598  0.29
H6 1.4390 -2.1864 -0.3383  0.37

The HOMO energy is -10.721 eV. As for the LUMO energy: 0.91 eV.

Version x
A cluster of 2 separate species, C4H6FNO in total, computed with ωB97M-V/def2-TZVPD.

Each line ends with the Mulliken charge.
Geometry (Å):
C1 -1.0749 -0.5682 1.1809  -0.96
C2 0.0507 -0.1477 0.6820  0.87
C3 1.3569 -0.6027 0.9298  0.27
C4 0.0563 0.8736 -0.4234  -1.18
N1 1.7386 -1.7461 -0.9570  -0.35
O1 2.2518 -0.6646 1.6838  -0.38
F1 0.4542 -1.8599 -1.4321  -0.18
H1 -2.0314 -0.1586 1.0430  0.34
H2 -1.2009 -1.3334 1.9608  0.27
H3 1.0488 1.2997 -0.3086  0.34
H4 0.2154 0.2988 -1.3071  0.35
H5 -0.7354 1.6062 -0.6196  0.38
H6 1.7218 -2.4958 -0.1990  0.25

The HOMO energy (alpha / beta) is -8.539 / -8.531 eV. As for the LUMO energy (alpha / beta): -0.15 / -0.15 eV.

Tell me which of them is the least stable. Sure, it is version x.

Version w
A cluster of 2 separate species, C6H16 in total, computed with ωB97M-V/def2-TZVPD.

Each line ends with the Mulliken charge.
Geometry (Å):
C1 -1.0196 2.2400 -0.4388  -1.21
C2 -1.3879 1.2384 0.6204  0.20
C3 -0.6956 1.5770 1.9563  -1.10
H1 0.0729 2.2616 -0.5829  0.27
H2 -1.2193 2.0021 -1.5519  0.30
H3 -1.4011 3.2195 -0.4216  0.40
H4 -2.4284 1.2809 0.7865  0.38
H5 -0.9569 0.1564 0.5282  -0.18
H6 -0.7652 2.6564 2.2569  0.32
H7 -1.2473 1.0200 2.6688  0.30
H8 0.3618 1.2481 1.9045  0.29
C4 1.5355 -0.5743 -0.5419  -0.95
C5 1.4440 -2.0158 -1.0650  -0.43
C6 0.1031 -2.5782 -0.5880  -0.86
H9 0.8801 0.0237 -1.2326  0.18
H10 2.4578 -0.1095 -0.5464  0.49
H11 1.1325 -0.4045 0.3888  0.17
H12 1.7011 -2.1092 -2.0680  0.40
H13 2.2386 -2.5476 -0.6259  0.28
H14 0.2478 -2.6714 0.5806  0.21
H15 -0.6359 -1.8071 -0.8344  0.18
H16 -0.3155 -3.5417 -0.9090  0.35

The HOMO energy is -10.837 eV. As for the LUMO energy: 1.12 eV.

Version x
A cluster of 2 separate species, C6H16 in total, computed with ωB97M-V/def2-TZVPD.

Each line ends with the Mulliken charge.
Geometry (Å):
C1 1.5828 1.5387 -1.3942  -1.55
C2 0.6757 0.3300 -1.1182  1.67
C3 -0.7486 0.6483 -1.5930  -1.29
C4 1.2328 -0.9429 -1.7071  -1.58
H1 1.6584 1.6414 -2.4703  0.38
H2 2.5048 1.4991 -0.8031  0.41
H3 1.1820 2.4085 -0.8568  0.38
H4 0.5511 0.2154 -0.0416  -0.56
H5 -0.8153 1.4319 -2.3560  0.39
H6 -1.2610 -0.1827 -2.0882  0.37
H7 -1.3944 0.9722 -0.7757  0.24
H8 2.3016 -1.0464 -1.5109  0.39
H9 0.7876 -1.8610 -1.3193  0.36
H10 1.1942 -1.0266 -2.7988  0.36
C5 -1.2170 -0.3688 1.9138  -0.65
C6 -1.1195 -1.0496 3.2887  -1.02
H11 -1.8859 0.4903 1.8873  0.33
H12 -0.2716 0.0807 1.6157  0.22
H13 -1.4856 -1.1412 1.1959  0.27
H14 -1.8652 -1.8460 3.3249  0.28
H15 -0.1225 -1.3959 3.5224  0.31
H16 -1.4844 -0.3955 4.0843  0.28

The HOMO energy is -11.020 eV. As for the LUMO energy: 1.02 eV.

Tell me which of them is the least stable. Sure, it is version w.